[1]
Formula: C41H59ClCsN5PSbSe4
Source: the OMol25 dataset
Level of theory: the ωB97M-V functional and the def2-TZVPD basis

Each line ends with the Mulliken charge.
CARTESIAN COORDINATES (ANGSTROEM)
Cs (0.4162, -0.2825, 0.1477)  1.284
N (-1.1095, 2.3809, 1.6339)  0.166
C (-2.3072, 1.8991, 2.3356)  -0.754
C (-3.2234, 1.1300, 1.3901)  0.202
N (-2.6318, -0.1529, 1.0418)  0.234
H (-0.4435, 2.7882, 2.2817)  0.103
H (-1.3604, 3.1043, 0.9732)  -0.480
H (-2.8786, 2.7092, 2.8085)  0.365
H (-1.9850, 1.2189, 3.1278)  0.424
H (-3.3429, 1.7198, 0.4711)  -0.614
H (-4.2127, 1.0439, 1.8592)  0.437
H (-3.1807, -0.6297, 0.3288)  0.002
H (-2.6622, -0.7813, 1.8496)  -0.096
C (5.6429, 3.9269, 1.0378)  -1.564
C (5.3814, 3.5039, -0.3846)  1.489
C (6.2416, 3.9638, -1.3818)  -0.829
C (6.0816, 3.6109, -2.7146)  -0.786
C (5.0411, 2.7716, -3.0768)  -0.766
C (4.1789, 2.3074, -2.0919)  -0.279
C (4.3198, 2.6538, -0.7476)  -0.560
P (3.0561, 1.9031, 0.3901)  1.548
C (2.5401, 3.4391, 1.2844)  0.718
C (2.8070, 3.6008, 2.6439)  -0.002
C (2.2852, 4.6734, 3.3560)  -0.823
C (1.4795, 5.6014, 2.7129)  -0.873
C (1.1938, 5.4422, 1.3634)  -0.666
C (1.7051, 4.3691, 0.6361)  0.231
C (1.3533, 4.2297, -0.8246)  -1.073
C (4.0416, 0.8930, 1.5157)  0.823
C (5.3338, 0.4875, 1.1541)  -0.230
C (6.0090, -0.5315, 1.7998)  -1.154
C (5.3257, -1.2297, 2.8262)  -0.476
C (4.0608, -0.8885, 3.2000)  -1.293
C (3.3236, 0.1951, 2.5802)  1.935
C (2.0517, 0.5279, 2.9868)  -2.163
H (6.6877, 4.2217, 1.1552)  0.542
H (5.4262, 3.1164, 1.7317)  0.174
H (5.0152, 4.7785, 1.3109)  0.198
H (7.0628, 4.6149, -1.0986)  0.397
H (6.7695, 3.9865, -3.4639)  0.362
H (4.8969, 2.4812, -4.1106)  0.368
H (3.3650, 1.6487, -2.3658)  -0.322
H (3.4264, 2.8650, 3.1433)  0.292
H (2.5039, 4.7761, 4.4127)  0.420
H (1.0710, 6.4431, 3.2609)  0.358
H (0.5551, 6.1627, 0.8615)  0.362
H (0.5840, 4.9499, -1.1092)  0.402
H (0.9776, 3.2237, -1.0376)  0.054
H (2.2304, 4.3882, -1.4575)  0.305
H (5.8314, 0.9957, 0.3338)  0.325
H (7.0173, -0.8042, 1.5112)  0.392
H (5.8191, -2.0615, 3.3214)  0.342
H (3.5504, -1.4623, 3.9668)  0.358
H (1.5243, 1.3788, 2.5790)  0.201
H (1.5711, 0.0074, 3.8067)  0.150
Se (-3.0155, -3.0978, 3.1554)  -0.782
Se (-2.0485, -3.6107, 1.1256)  -0.149
Se (-3.7667, -3.0914, -0.4502)  -0.309
Se (-2.6470, -3.1808, -2.4704)  -0.668
C (-0.1105, 4.4415, -4.4005)  -1.051
C (-1.2224, 3.4574, -4.7758)  0.587
C (-2.2560, 4.1502, -5.6624)  -1.606
Sb (-1.8668, 2.4203, -2.9379)  0.411
C (-3.4912, 3.6889, -2.1541)  0.230
C (-2.8718, 4.6953, -1.1809)  -0.418
C (-4.4110, 4.4183, -3.1300)  -1.555
C (-3.0375, 0.7835, -3.7851)  0.182
C (-2.0569, -0.2119, -4.3949)  -1.215
C (-4.1368, 1.1343, -4.7806)  -1.386
H (0.3510, 4.8690, -5.2994)  0.383
H (0.6814, 3.9715, -3.8138)  -0.025
H (-0.5089, 5.2710, -3.8071)  0.311
H (-0.7773, 2.6307, -5.3430)  0.218
H (-2.5675, 5.1000, -5.2268)  0.329
H (-3.1457, 3.5446, -5.8254)  0.276
H (-1.8196, 4.3720, -6.6447)  0.419
H (-4.0818, 2.9644, -1.5850)  0.425
H (-2.2469, 5.4187, -1.7163)  0.274
H (-2.2434, 4.2063, -0.4366)  -0.558
H (-3.6478, 5.2584, -0.6474)  0.464
H (-3.8945, 5.2577, -3.5968)  0.286
H (-5.2780, 4.8265, -2.5952)  0.435
H (-4.7873, 3.7711, -3.9203)  0.295
H (-3.4928, 0.3218, -2.9022)  0.548
H (-1.5365, 0.2219, -5.2640)  0.282
H (-2.5884, -1.1106, -4.7146)  0.484
H (-1.3181, -0.5357, -3.6675)  0.032
H (-3.7326, 1.6156, -5.6745)  0.210
H (-4.9020, 1.7796, -4.3469)  0.290
H (-4.6314, 0.2108, -5.1030)  0.467
Cl (2.7081, 1.9743, -6.0985)  -0.219
C (2.1874, 0.6261, -5.1261)  -0.037
C (2.3937, -0.6700, -5.5555)  -0.406
C (1.9121, -1.6898, -4.7561)  -0.728
C (1.2758, -1.3734, -3.5635)  -0.468
N (1.0982, -0.1208, -3.1481)  0.714
C (1.5357, 0.8610, -3.9265)  -0.668
H (2.8853, -0.8692, -6.4981)  0.500
H (2.0070, -2.7225, -5.0646)  0.485
H (0.8502, -2.1511, -2.9336)  0.325
H (1.3355, 1.8749, -3.5935)  0.421
C (4.3154, -1.3495, -1.5663)  -0.283
C (3.7997, -2.3339, -0.5742)  -0.251
N (2.5548, -2.4573, -0.1847)  0.034
C (2.5296, -3.4928, 0.7250)  -0.522
C (3.7808, -4.0022, 0.8779)  -0.625
N (4.5832, -3.2561, 0.0404)  0.136
H (3.7211, -0.4392, -1.5009)  -0.667
H (4.2368, -1.7348, -2.5868)  0.458
H (5.3562, -1.0967, -1.3604)  0.439
H (1.6076, -3.8042, 1.1945)  0.446
H (4.1673, -4.8108, 1.4746)  0.392
H (5.5812, -3.3164, -0.0307)  0.252

The value obtained for the strongest force on any atom is 0.017 Eh/bohr. For the frontier orbital gap, the calculation gives 3.509 eV. The value obtained for the LUMO energy is 3.20 eV. As for the charge: -2. The calculation puts the HOMO energy at -0.31 eV.


[2]
Formula: C41H59N9O4S2V
Source: the OMol25 dataset
Level of theory: the ωB97M-V functional and the def2-TZVPD basis

Each line ends with the Mulliken charge.
CARTESIAN COORDINATES (ANGSTROEM)
V (-0.1302, 1.3325, 0.1341)  -0.587
C (6.1585, -2.3224, 1.6752)  -1.691
C (5.5557, -2.1094, 0.2780)  1.922
C (4.9140, -3.4278, -0.1624)  -2.099
C (6.6704, -1.7415, -0.7133)  -1.631
C (4.5399, -0.9746, 0.3202)  -0.554
C (3.2914, -1.0850, -0.2245)  -0.604
C (2.3829, -0.0058, -0.1219)  0.447
N (1.1533, 0.0748, -0.6197)  0.269
C (0.4487, -1.0179, -1.1264)  -0.058
C (0.8063, -1.8201, -2.1923)  -0.060
C (-0.0095, -2.8830, -2.5627)  -0.898
C (-1.1332, -3.1278, -1.7839)  -0.036
C (-1.5213, -2.3491, -0.6921)  -1.029
C (-0.7420, -1.2175, -0.3669)  1.434
O (-0.9578, -0.3132, 0.5900)  -1.093
C (-2.7631, -2.7132, 0.1167)  2.573
C (-3.3890, -4.0408, -0.3199)  -2.469
C (-2.3715, -2.8497, 1.5979)  -1.849
C (-3.8149, -1.6213, -0.0725)  -0.708
C (0.3485, -3.7112, -3.7958)  2.215
C (0.3045, -2.8016, -5.0346)  -1.681
C (-0.6276, -4.8670, -4.0269)  -2.191
C (1.7592, -4.2971, -3.6335)  -1.690
C (2.6906, 1.1099, 0.7651)  0.699
O (1.6950, 1.7840, 1.1974)  -0.949
C (4.0642, 1.3153, 1.1272)  -0.772
C (4.9234, 0.2730, 0.9016)  0.071
C (4.5093, 2.6302, 1.7641)  2.311
C (6.0339, 2.7372, 1.8379)  -2.286
C (3.9961, 3.8039, 0.9105)  -1.299
C (3.9343, 2.7443, 3.1842)  -1.673
H (6.8664, -3.1530, 1.6493)  0.466
H (6.6924, -1.4414, 2.0315)  0.335
H (5.3738, -2.5595, 2.3959)  0.367
H (5.6537, -4.2284, -0.1138)  0.452
H (4.0814, -3.6901, 0.4925)  0.431
H (4.5478, -3.3754, -1.1891)  0.358
H (7.4064, -2.5462, -0.7740)  0.467
H (6.2542, -1.5773, -1.7089)  0.324
H (7.1866, -0.8305, -0.4051)  0.318
H (2.9668, -1.9813, -0.7331)  0.651
H (1.7027, -1.5769, -2.7515)  0.766
H (-1.7552, -3.9725, -2.0365)  0.719
H (-2.6855, -4.8697, -0.2130)  0.408
H (-4.2510, -4.2459, 0.3174)  0.473
H (-3.7426, -4.0038, -1.3523)  0.446
H (-1.6722, -3.6799, 1.7218)  0.372
H (-1.8962, -1.9401, 1.9629)  0.308
H (-3.2596, -3.0542, 2.2027)  0.456
H (-4.1245, -1.5750, -1.1196)  0.202
H (-4.7071, -1.8279, 0.5223)  0.652
H (-3.4349, -0.6459, 0.2196)  -0.599
H (-0.6987, -2.3880, -5.1575)  0.353
H (1.0040, -1.9696, -4.9447)  0.311
H (0.5587, -3.3689, -5.9338)  0.435
H (-1.6401, -4.4973, -4.1977)  0.416
H (-0.3219, -5.4313, -4.9098)  0.433
H (-0.6412, -5.5511, -3.1764)  0.398
H (2.5137, -3.5113, -3.5728)  0.322
H (1.8154, -4.8941, -2.7214)  0.344
H (2.0056, -4.9376, -4.4838)  0.500
H (5.9551, 0.3832, 1.2047)  0.485
H (6.4850, 2.6170, 0.8506)  0.428
H (6.3081, 3.7212, 2.2210)  0.437
H (6.4551, 1.9905, 2.5127)  0.387
H (4.2669, 3.6601, -0.1389)  0.312
H (2.9130, 3.8874, 0.9978)  0.008
H (4.4375, 4.7407, 1.2566)  0.515
H (4.3457, 1.9595, 3.8214)  0.338
H (4.1939, 3.7138, 3.6173)  0.449
H (2.8505, 2.6433, 3.1711)  0.229
C (-3.8617, 1.1025, -2.7368)  -0.696
N (-2.9346, 2.1950, -3.0109)  0.098
C (-2.8429, 2.5692, -4.4173)  -1.104
C (-1.8224, 2.2726, -2.2207)  0.261
N (-1.4970, 1.4298, -1.3167)  0.716
N (-1.0356, 3.3956, -2.4690)  0.073
C (0.0949, 3.7414, -1.7692)  0.634
N (0.6385, 4.9405, -2.1490)  -0.440
N (0.5773, 3.0054, -0.8396)  0.483
H (-4.7950, 1.3103, -3.2549)  0.384
H (-4.0921, 1.0476, -1.6753)  0.003
H (-3.4718, 0.1386, -3.0884)  0.332
H (-3.8391, 2.5155, -4.8469)  0.392
H (-2.1873, 1.8922, -4.9769)  0.310
H (-2.4864, 3.5889, -4.5571)  0.330
H (-2.1642, 0.6718, -1.2111)  -0.828
H (-1.4943, 4.1432, -2.9595)  0.333
H (0.3941, 5.3293, -3.0431)  0.202
H (1.5726, 5.1358, -1.8344)  0.229
H (1.4337, 3.3758, -0.4459)  -0.556
N (-5.7359, 0.0007, 6.7441)  -0.543
C (-5.5153, 0.4943, 5.4699)  1.105
C (-6.2601, 1.5768, 4.9912)  -0.788
C (-6.0896, 2.0306, 3.6971)  -0.562
C (-5.1761, 1.4039, 2.8648)  -0.454
C (-4.4119, 0.3448, 3.3305)  -0.081
C (-4.5793, -0.1091, 4.6240)  -0.805
S (-4.9952, 1.9580, 1.1836)  1.309
O (-5.6445, 1.0080, 0.3150)  -0.766
O (-5.4859, 3.3185, 1.1299)  -0.729
N (-3.4045, 1.8555, 0.8789)  -0.225
C (-2.5454, 2.6691, 1.4834)  0.132
S (-2.9999, 3.9892, 2.5897)  -0.108
C (-1.3265, 4.3483, 2.8519)  -0.462
C (-0.5571, 3.5498, 2.1005)  -0.790
N (-1.2115, 2.6040, 1.3309)  0.585
H (-6.1744, 0.6224, 7.4002)  0.213
H (-5.0196, -0.5845, 7.1359)  0.220
H (-6.9740, 2.0620, 5.6469)  0.278
H (-6.6525, 2.8754, 3.3220)  0.491
H (-3.6757, -0.1046, 2.6777)  0.325
H (-3.9782, -0.9339, 4.9895)  0.329
H (-1.0254, 5.1466, 3.5093)  0.450
H (0.5224, 3.5726, 2.0695)  0.218

The value obtained for the strongest force on any atom is 0.031 Eh/bohr. For the frontier orbital gap (alpha / beta), the calculation gives 6.982 / 6.088 eV. The value obtained for the LUMO energy (alpha / beta) is -0.10 / -1.25 eV. Its multiplicity is 4. The calculation puts the HOMO energy (alpha / beta) at -7.08 / -7.34 eV.